(1)
A molecular structure, C29H30N5O14PS at a distorted geometry, computed with the ωB97M-V functional and the def2-TZVPD basis.

Values from the calculation:
- Electronic energy: -3189.34392 hartree

Each line ends with the Löwdin charge.
Element x y z (Å)
C1 4.57524 3.87848 -0.71036  0.02
C2 3.35866 3.63376 -1.55653  -0.44
O1 2.72254 4.55731 -2.02784  0.11
N1 2.92814 2.30225 -1.77038  -0.06
O2 2.53999 2.08689 -3.10502  -0.24
S1 1.16925 1.08956 -3.08025  0.92
O3 0.93801 0.82409 -4.46523  -0.39
O4 0.04437 2.19675 -2.63652  -0.54
P1 -1.47718 1.47641 -2.37421  0.81
C3 -2.39653 2.84689 -1.57830  -0.23
O5 -1.20194 0.41317 -1.15181  -0.31
C4 3.80728 1.22870 -1.29990  -0.41
C5 5.19618 1.07007 -1.85496  0.02
O6 3.37104 0.45464 -0.47789  0.12
H1 5.49508 3.73901 -1.25757  0.09
H2 4.52543 4.91481 -0.42038  0.09
H3 4.56609 3.29702 0.20349  0.09
H4 -2.73784 2.56828 -0.59613  0.01
H5 -3.27208 3.06911 -2.16852  0.04
H6 -1.77342 3.73345 -1.51667  0.04
H7 -2.04039 0.12938 -0.75813  0.02
H8 5.29634 0.04013 -2.16450  0.08
H9 5.41384 1.70464 -2.70033  0.09
H10 5.89086 1.21611 -1.04156  0.10
C6 4.96989 -2.62414 2.12442  -0.07
C7 4.70015 -2.01560 0.90471  -0.06
C8 5.06967 -2.64237 -0.27224  0.00
C9 5.70305 -3.86853 -0.21152  -0.15
C10 5.98557 -4.48450 0.99215  -0.01
C11 5.61440 -3.85351 2.16794  -0.07
N2 6.07743 -4.54037 -1.46524  -0.36
O7 5.83693 -3.96416 -2.50416  0.08
O8 6.60389 -5.62795 -1.38538  0.08
H11 4.67526 -2.13775 3.04477  0.11
H12 4.19992 -1.06423 0.86871  0.08
H13 4.85979 -2.17894 -1.22338  0.11
H14 6.48467 -5.44094 1.01873  0.12
H15 5.82574 -4.32310 3.11837  0.11
C12 -4.17053 1.63507 5.25702  -0.08
C13 -5.29392 2.10974 4.59073  -0.06
C14 -5.39210 1.98214 3.21780  0.01
C15 -4.35812 1.37297 2.52727  -0.15
C16 -3.22947 0.90163 3.16887  0.00
C17 -3.13939 1.03870 4.54466  -0.06
N3 -4.46903 1.21542 1.07574  -0.34
O9 -5.44966 1.65296 0.52465  0.10
O10 -3.55713 0.65028 0.49592  0.02
H16 -4.09504 1.73399 6.32591  0.10
H17 -6.09469 2.57440 5.14668  0.11
H18 -6.26354 2.34887 2.69716  0.12
H19 -2.43070 0.43465 2.61279  0.12
H20 -2.26311 0.67470 5.06249  0.11
C18 -6.92135 -4.15114 8.27147  -0.07
C19 -5.78688 -3.54543 7.74874  -0.06
C20 -5.78820 -2.18808 7.47665  0.00
C21 -6.93149 -1.45688 7.73793  -0.14
C22 -8.07242 -2.04283 8.25208  0.00
C23 -8.06303 -3.40123 8.51903  -0.06
N4 -6.93119 -0.01336 7.47036  -0.33
O11 -5.92097 0.47369 6.99863  0.05
O12 -7.93287 0.61207 7.73015  0.10
H21 -6.91545 -5.21087 8.48722  0.11
H22 -4.89956 -4.13094 7.55489  0.11
H23 -4.90927 -1.71221 7.06917  0.12
H24 -8.95648 -1.45465 8.44481  0.12
H25 -8.94620 -3.87483 8.92319  0.11
C24 1.70384 1.36856 -7.32359  -0.06
C25 1.76014 2.09956 -8.50405  -0.06
C26 2.27341 1.52718 -9.65607  -0.01
C27 2.72210 0.22117 -9.60796  -0.15
C28 2.68031 -0.52122 -8.44265  0.00
C29 2.16752 0.06080 -7.29486  -0.06
N5 3.24837 -0.39846 -10.83246  -0.36
O13 3.29199 0.28184 -11.83506  0.07
O14 3.60740 -1.55440 -10.77033  0.08
H26 1.29936 1.81413 -6.43130  0.08
H27 1.40007 3.11855 -8.52690  0.11
H28 2.31874 2.09218 -10.57447  0.12
H29 3.03912 -1.53892 -8.42484  0.12
H30 2.12414 -0.50468 -6.37584  0.10

Forces on atoms 1 to 6 (eV/Å):
C -0.471 0.114 0.442
C -1.235 1.283 -0.776
O 0.705 -0.999 0.200
N 0.948 0.240 0.517
O -0.574 -0.149 0.046
S -0.288 0.181 0.527

(2)
A molecular structure, C12H76N2O26 at a distorted geometry, computed with the ωB97M-V functional and the def2-TZVPD basis.

Values from the calculation:
- Electronic energy: -2567.44728 hartree
- Charge: +2
- Energy above the lowest of the compared OMol25 structures with the same formula, charge and spin: 55.6 kcal/mol

Each line ends with the Löwdin charge.
Element x y z (Å)
C1 41.50654 -46.53955 -46.16310  0.01
O1 40.76313 -45.51756 -46.94653  -0.15
C2 39.57676 -45.95637 -47.32582  -0.27
C3 38.81765 -44.63387 -47.90967  0.02
N1 37.38679 -44.92553 -48.33392  0.12
H1 37.07414 -45.51093 -47.69131  0.12
H2 36.92047 -44.11554 -48.30133  0.15
C4 37.33418 -45.54353 -49.63832  -0.10
C5 35.89330 -45.76236 -50.12848  -0.24
O2 36.07596 -46.27781 -51.34917  -0.22
C6 34.81871 -46.32723 -52.13380  -0.03
H3 40.86387 -46.88646 -45.44020  0.07
H4 42.51715 -46.23735 -45.80407  0.09
H5 41.52030 -47.36378 -46.88520  0.08
H6 38.82463 -46.45109 -46.69600  0.13
H7 39.61539 -46.72366 -48.01920  0.08
H8 39.38718 -44.27041 -48.90370  0.19
H9 38.96976 -43.91165 -47.21382  0.10
H10 37.90170 -46.42461 -49.79309  0.11
H11 37.77294 -44.86882 -50.15980  0.05
H12 35.00246 -44.93838 -50.21419  0.19
H13 35.38974 -46.44918 -49.43546  0.13
H14 34.10903 -46.96325 -51.55954  0.11
H15 34.94615 -46.91348 -53.12256  0.12
H16 34.12944 -45.51806 -52.35213  0.10
C7 42.94605 -48.96049 -49.09173  -0.10
O3 41.53454 -49.13859 -49.10739  -0.23
C8 41.12478 -49.21576 -50.52664  -0.17
C9 39.61057 -49.19400 -50.59949  -0.14
N2 39.17017 -49.15987 -52.02951  0.08
H17 39.52146 -48.36043 -52.48430  0.07
H18 39.72893 -49.84308 -52.53295  0.09
C10 37.59285 -49.18121 -52.17763  0.05
C11 37.09347 -49.40879 -53.66140  -0.16
O4 35.73682 -49.37723 -53.83717  -0.16
C12 35.17059 -49.54737 -55.07379  -0.08
H19 43.03582 -47.92095 -49.40741  0.07
H20 43.39326 -49.65851 -49.77975  0.08
H21 43.23121 -49.12875 -48.07930  0.08
H22 41.40100 -50.17755 -51.08034  0.13
H23 41.45792 -48.24591 -51.13566  0.16
H24 39.34341 -48.41563 -49.82811  0.12
H25 39.20483 -50.14832 -49.97957  0.16
H26 37.49833 -48.20401 -51.75783  0.10
H27 37.21552 -50.04426 -51.73295  0.09
H28 37.33017 -50.29101 -53.94338  0.07
H29 37.68181 -48.86904 -54.27836  0.10
H30 34.10505 -49.48888 -54.84057  0.08
H31 35.33299 -50.47889 -55.57176  0.09
H32 35.17555 -48.89743 -55.82811  0.06
O5 42.74301 -51.72030 -47.61935  -0.07
H33 41.75613 -51.82539 -47.27220  0.12
H34 43.33491 -52.05597 -46.94021  0.08
O6 40.11399 -51.34565 -53.23528  0.00
H35 40.89508 -51.92641 -53.21339  0.01
H36 39.54432 -51.85434 -52.80411  -0.05
O7 42.31910 -51.72247 -52.85978  0.03
H37 42.28682 -52.44714 -53.34028  0.00
H38 42.58577 -52.07147 -52.00693  0.04
O8 35.04217 -49.93693 -49.27551  -0.07
H39 35.10162 -50.72014 -49.84797  -0.01
H40 35.98144 -49.89078 -49.03336  -0.03
O9 32.24809 -47.22412 -54.82750  -0.05
H41 31.42449 -46.80790 -54.90096  0.00
H42 32.18243 -48.17907 -54.75292  -0.02
O10 35.22691 -52.40894 -50.91150  -0.10
H43 36.17399 -52.46108 -51.40288  0.10
H44 34.99189 -53.25604 -50.53237  0.06
O11 40.02481 -50.27066 -47.21193  -0.04
H45 39.99801 -49.56867 -46.36825  0.19
H46 40.77496 -50.26708 -47.63249  -0.11
O12 43.50840 -45.89961 -48.18329  -0.02
H47 43.73107 -45.98031 -49.10107  0.05
H48 42.69462 -45.39035 -48.17361  0.04
O13 31.40889 -49.78821 -54.00460  0.02
H49 31.14798 -50.21112 -54.65020  -0.11
H50 32.23991 -50.33666 -53.66352  0.09
O14 41.81132 -49.34335 -54.64354  0.10
H51 41.98882 -50.13458 -54.29048  -0.01
H52 42.48561 -49.39192 -55.35559  0.16
O15 33.67846 -50.83662 -52.45330  -0.03
H53 34.11606 -51.57478 -52.28926  -0.08
H54 34.45019 -50.17733 -52.69463  0.09
O16 44.41334 -47.17111 -45.89859  -0.04
H55 44.46685 -46.31685 -45.39250  0.08
H56 44.09015 -46.90377 -46.69381  -0.09
O17 38.10983 -52.50259 -48.60682  -0.06
H57 37.18419 -52.68368 -48.23134  0.13
H58 38.22664 -51.61847 -48.19990  0.02
O18 33.16330 -51.46056 -57.01394  -0.09
H59 33.11072 -52.42510 -57.04806  0.03
H60 33.70318 -51.66342 -57.87691  0.10
O19 39.46499 -48.26488 -56.78539  0.07
H61 38.83815 -47.71917 -56.70893  -0.08
H62 40.00363 -48.08966 -56.06867  -0.04
O20 37.50130 -44.95796 -53.62046  0.00
H63 37.37208 -44.07575 -53.18815  0.09
H64 37.15120 -45.52061 -53.02686  -0.08
O21 37.43839 -49.37367 -47.81331  -0.06
H65 37.10862 -48.99993 -46.94437  0.11
H66 38.21022 -49.86478 -47.62856  -0.05
O22 40.42534 -47.89272 -54.17630  -0.04
H67 41.28048 -48.37646 -54.12514  -0.10
H68 40.64118 -47.07131 -54.38289  -0.01
O23 39.36644 -46.07683 -51.65046  -0.05
H69 39.27381 -45.47129 -52.31834  -0.03
H70 40.34676 -46.03110 -51.21909  0.15
O24 46.02921 -49.28336 -48.77186  -0.16
H71 45.79319 -48.63102 -49.54009  0.07
H72 45.83593 -50.21937 -49.30639  0.13
O25 42.92305 -52.71274 -50.28720  -0.03
H73 42.52416 -53.45823 -50.04285  -0.03
H74 42.81088 -52.15947 -49.41064  0.07
O26 38.02639 -52.48197 -51.27059  -0.06
H75 38.00243 -52.36581 -50.32005  -0.02
H76 38.40056 -53.33628 -51.52184  0.08

Forces on atoms 1 to 6 (eV/Å):
C 0.290 0.452 -2.743
O 2.778 0.570 2.400
C -4.041 2.064 -1.519
C 2.642 -3.194 -4.368
N 5.596 -0.796 -1.086
H -2.438 -3.251 3.981